P:
Density functional theory data (ωB97M-V/def2-TZVPD) for 17 unconnected molecules or ions with the total composition H34O17.

Structure (ORCA input):
```
! wB97M-V def2-TZVPD RIJCOSX def2/J DEFGRID3
* xyz 0 1
O -0.474 -3.287 -2.028
H -1.040 -3.487 -1.286
H -0.979 -3.307 -2.833
O -0.733 -0.598 2.685
H 0.209 -0.795 2.649
H -0.765 0.300 2.369
O 2.277 -0.484 -1.032
H 1.659 -0.489 -0.293
H 2.637 -1.360 -0.819
O -2.259 4.860 2.496
H -1.834 4.840 1.634
H -1.933 4.057 2.915
O -2.228 0.924 4.430
H -1.441 1.100 3.902
H -1.990 0.004 4.608
O -1.712 -5.787 0.910
H -0.821 -5.481 1.103
H -1.762 -5.334 0.055
O 4.874 -0.538 2.103
H 4.412 0.172 2.543
H 5.525 -0.086 1.558
O 0.935 1.069 -3.999
H 1.030 0.340 -4.632
H 1.119 0.449 -3.265
O -1.983 -0.482 -2.610
H -2.075 0.461 -2.741
H -1.774 -0.664 -1.699
O 2.671 2.876 -3.273
H 2.596 2.897 -4.230
H 3.482 3.363 -3.129
O -2.778 -2.301 -0.625
H -2.300 -2.149 0.197
H -3.335 -1.533 -0.764
O -0.449 2.938 -3.111
H 0.289 2.472 -3.546
H -0.459 3.893 -3.131
O 0.892 -3.528 1.901
H 1.196 -3.498 2.807
H 0.793 -4.378 1.533
O 2.916 -1.910 2.929
H 3.642 -1.343 2.561
H 3.111 -2.797 2.639
O -3.169 2.746 -1.259
H -2.447 3.312 -1.549
H -3.671 3.242 -0.608
O 0.423 1.990 1.763
H 1.181 2.549 1.722
H -0.011 1.643 0.988
O 0.319 1.251 -1.024
H -0.481 1.705 -1.342
H 0.751 1.364 -1.886
*
```

Values from the calculation:
- lowest unoccupied orbital energy (eV) = -0.2
- HOMO (eV) = -10.78
- Kohn-Sham gap (eV) = 10.633

natural (NBO) population analysis, charges in e, atoms 1 to 8: -0.953 0.472 0.479 -0.954 0.486 0.467 -0.947 0.481



Q:
Density functional theory data (ωB97M-V/def2-TZVPD) for 17 unconnected molecules or ions with the total composition H34O17.

Structure (ORCA input):
```
! wB97M-V def2-TZVPD RIJCOSX def2/J DEFGRID3
* xyz 0 1
O 0.361 1.556 1.993
H 0.745 1.250 2.845
H -0.336 0.918 1.809
O -2.357 -0.705 -0.361
H -3.142 -1.269 -0.321
H -1.889 -1.176 -1.068
O 3.383 1.986 -2.268
H 2.535 1.643 -2.507
H 4.199 1.501 -2.183
O 2.614 3.597 0.721
H 1.804 3.097 0.663
H 3.187 3.313 0.002
O -1.469 1.664 -3.969
H -1.593 2.381 -4.588
H -0.647 1.210 -4.133
O 1.032 -3.888 -3.473
H 0.281 -3.312 -3.683
H 1.226 -4.376 -4.277
O -2.185 -1.506 2.425
H -1.719 -2.017 1.758
H -1.861 -1.760 3.291
O -1.228 -2.995 -2.571
H -0.556 -3.448 -2.093
H -1.971 -3.598 -2.662
O 0.629 1.711 4.614
H 0.019 2.276 5.089
H 1.542 1.811 4.894
O 5.311 2.350 1.591
H 4.902 2.697 0.796
H 4.783 1.556 1.670
O 2.195 3.380 3.366
H 1.274 3.239 3.128
H 2.657 2.972 2.626
O 0.192 -3.110 0.394
H 0.212 -2.351 0.982
H -0.026 -2.807 -0.492
O 1.248 -2.759 2.854
H 1.819 -2.134 3.322
H 1.062 -3.344 3.591
O -5.163 -0.413 -1.444
H -5.624 0.208 -0.885
H -4.546 -0.068 -2.091
O -3.223 -2.055 -3.635
H -2.801 -1.478 -4.281
H -4.057 -2.248 -4.082
O 2.055 -0.298 0.628
H 2.140 -0.912 -0.109
H 1.172 0.061 0.480
O -2.508 2.851 0.589
H -2.405 2.165 -0.073
H -3.270 2.637 1.131
*
```

Values from the calculation:
- lowest unoccupied orbital energy (eV) = -0.3
- HOMO (eV) = -10.04
- Kohn-Sham gap (eV) = 9.714

natural (NBO) population analysis, charges in e, atoms 1 to 8: -0.994 0.501 0.481 -0.963 0.487 0.474 -0.996 0.496



Structures ranked by computed energy, the most stable listed first: Q, P.



P:
Density functional theory data (ωB97M-V/def2-TZVPD) for 6 unconnected molecules or ions with the total composition C7H25NO5.

Structure (ORCA input):
```
! wB97M-V def2-TZVPD RIJCOSX def2/J DEFGRID3
* xyz 0 1
C 0.988 -0.903 -1.051
C 1.525 -0.727 0.353
C 1.107 -1.776 1.366
C 1.808 -2.880 1.524
C -0.396 -1.591 -1.290
N -1.335 -0.531 -1.749
C -2.333 -1.091 -2.665
C -2.070 0.016 -0.563
H 1.657 -1.463 -1.716
H 0.865 0.042 -1.568
H 1.147 0.232 0.683
H 2.597 -0.553 0.467
H 0.199 -1.560 1.912
H 1.563 -3.678 2.217
H 2.731 -3.047 0.972
H -0.237 -2.345 -2.061
H -0.825 -2.084 -0.416
H -2.661 -2.125 -2.565
H -3.185 -0.424 -2.732
H -1.947 -1.029 -3.691
H -2.919 0.537 -1.015
H -2.406 -0.714 0.174
H -1.526 0.814 -0.094
H 1.653 3.174 0.604
H 2.191 2.903 2.011
O 1.374 3.071 1.523
H -0.085 1.151 -2.721
H 0.053 2.516 -2.264
O 0.568 1.878 -2.784
H -0.407 2.179 -0.197
H -1.392 3.063 -1.117
O -0.741 3.064 -0.408
H 0.338 0.824 2.115
H -0.852 1.743 2.244
O -0.628 0.820 2.064
H 1.810 -0.320 4.083
H 0.424 0.312 4.074
O 1.348 0.503 4.278
*
```

Values from the calculation:
- SMILES = C=CCCCN(C)C.O.O.O.O.O
- lowest unoccupied orbital energy (eV) = 0.5
- HOMO (eV) = -9.15
- Kohn-Sham gap (eV) = 9.656

natural (NBO) population analysis, charges in e, atoms 1 to 8: -0.429 -0.443 -0.192 -0.396 -0.221 -0.471 -0.425 -0.418



Q:
Density functional theory data (ωB97M-V/def2-TZVPD) for 6 unconnected molecules or ions with the total composition C7H25NO5.

Structure (ORCA input):
```
! wB97M-V def2-TZVPD RIJCOSX def2/J DEFGRID3
* xyz 0 1
C -0.229 -1.254 2.468
C -0.771 -1.097 1.056
N -1.220 0.211 0.570
C -2.662 0.466 0.781
C -2.731 1.999 1.014
C -1.367 2.462 1.454
C -0.421 1.403 0.942
C 0.318 1.875 -0.329
H -0.466 -0.759 3.378
H 0.835 -1.040 2.252
H -0.251 -2.301 2.869
H 0.058 -1.369 0.274
H -1.535 -1.831 0.753
H -3.120 0.037 1.673
H -3.139 0.168 -0.190
H -2.991 2.614 0.126
H -3.444 2.256 1.777
H -1.117 3.399 0.992
H -1.150 2.529 2.598
H 0.320 0.963 1.738
H 1.027 1.117 -0.947
H 0.897 2.761 -0.159
H -0.434 2.163 -1.079
H 3.104 -2.736 -1.129
H 1.975 -2.016 -1.831
O 2.136 -2.600 -1.040
H 2.327 -2.522 2.170
H 3.095 -1.986 0.884
O 3.117 -2.351 1.791
H -3.670 0.020 -1.966
H -1.991 0.106 -1.860
O -2.817 0.079 -2.472
H 3.587 0.628 -1.828
H 3.730 1.710 -0.741
O 4.177 1.089 -1.267
H -0.083 -0.859 -2.846
H 0.350 -1.620 -4.023
O 0.613 -0.972 -3.411
*
```

Values from the calculation:
- SMILES = CCN1CCC[C@@H]1C.O.O.O.O.O
- lowest unoccupied orbital energy (eV) = 0.4
- HOMO (eV) = -8.66
- Kohn-Sham gap (eV) = 9.023

natural (NBO) population analysis, charges in e, atoms 1 to 8: -0.689 -0.220 -0.486 -0.221 -0.425 -0.420 -0.050 -0.612



Structures ranked by computed energy, the most stable listed first: P, Q.



P:
Density functional theory data (ωB97M-V/def2-TZVPD) for 2 unconnected molecules or ions with the total composition C9H15N.

Structure (ORCA input):
```
! wB97M-V def2-TZVPD RIJCOSX def2/J DEFGRID3
* xyz 0 1
C -0.509 0.245 -1.153
C -1.051 1.437 -0.365
C -1.376 -0.030 -2.387
C 2.807 0.872 1.031
C -0.397 -1.025 -0.320
C 1.679 0.466 1.852
C 0.985 -1.583 -0.024
C -1.470 -1.333 0.669
C 0.718 0.364 2.577
N 0.347 -2.165 -0.939
H 0.499 0.495 -1.505
H 1.880 -1.773 0.526
H -0.462 1.612 0.533
H -2.081 1.267 -0.060
H -1.021 2.332 -0.982
H -1.362 0.828 -3.055
H -0.994 -0.892 -2.929
H -2.406 -0.223 -2.098
H 3.090 1.900 1.253
H 2.552 0.819 -0.027
H 3.659 0.214 1.201
H -1.458 -2.386 0.941
H -2.456 -1.117 0.263
H -1.237 -0.732 1.594
H 0.063 0.409 3.401
*
```

Values from the calculation:
- SMILES = CC(C)[C@]1(C)C=N1.C#CC
- lowest unoccupied orbital energy (eV) = 0.9
- HOMO (eV) = -9.00
- Kohn-Sham gap (eV) = 9.902

natural (NBO) population analysis, charges in e, atoms 1 to 8: -0.235 -0.611 -0.606 -0.702 0.069 0.022 0.050 -0.648



Q:
Density functional theory data (ωB97M-V/def2-TZVPD) for a single C9H15N molecule.

Structure (ORCA input):
```
! wB97M-V def2-TZVPD RIJCOSX def2/J DEFGRID3
* xyz 0 1
C -0.207 0.560 2.048
C -1.427 0.519 1.538
C 0.026 0.009 -0.211
C 0.400 -0.290 -1.495
C 0.825 0.475 0.940
C -0.470 -1.144 -2.340
C 1.868 -0.644 1.260
C 1.482 1.762 0.520
C -2.488 0.583 -0.563
N -1.520 0.014 0.268
H 0.052 0.751 3.171
H -2.260 0.428 2.123
H 1.453 -0.124 -1.674
H 0.170 -1.812 -2.983
H -0.927 -0.399 -3.093
H -1.414 -1.610 -1.857
H 2.447 -0.797 0.444
H 1.325 -1.461 1.393
H 2.376 -0.261 2.154
H 2.038 2.406 1.277
H 0.778 2.332 0.030
H 2.300 1.633 -0.185
H -3.520 0.220 -0.214
H -2.492 1.709 -0.477
H -2.405 0.285 -1.545
*
```

Values from the calculation:
- SMILES = C/C=C1\N(C)C=CC1(C)C
- lowest unoccupied orbital energy (eV) = 1.0
- HOMO (eV) = -7.56
- Kohn-Sham gap (eV) = 8.530

natural (NBO) population analysis, charges in e, atoms 1 to 8: -0.246 -0.012 0.261 -0.293 -0.170 -0.655 -0.560 -0.587



Structures ranked by computed energy, the most stable listed first: Q, P.



P:
Density functional theory data (ωB97M-V/def2-TZVPD) for 2 unconnected molecules or ions with the total composition C11H17NOS.

Structure (ORCA input):
```
! wB97M-V def2-TZVPD RIJCOSX def2/J DEFGRID3
* xyz 0 1
C -3.466 2.407 1.957
C -2.925 1.271 1.584
C 3.223 -1.572 -3.548
C 1.923 -0.768 -1.756
C 0.837 -0.569 -0.868
C 1.981 -1.462 -3.017
C 0.812 -0.170 0.394
C -4.465 1.377 1.893
C 0.658 -1.958 -3.498
C 1.276 1.521 2.321
C 1.731 0.896 1.031
N -1.431 -0.456 2.465
O -2.091 -0.481 -0.125
S -1.534 0.322 1.004
H -3.222 3.409 2.212
H 3.381 -2.061 -4.471
H 4.085 -1.314 -2.801
H 2.911 -0.432 -1.501
H -0.127 -1.012 -1.248
H -4.798 0.901 2.763
H -5.311 1.474 1.268
H -0.059 -1.413 -3.006
H 0.606 -2.954 -3.172
H 0.695 -1.777 -4.561
H 1.242 0.739 3.030
H 0.293 1.814 2.106
H 1.915 2.281 2.662
H 2.618 0.398 1.333
H 2.136 1.482 0.203
H -2.279 -1.018 2.677
H -0.613 -0.875 2.670
*
```

Values from the calculation:
- lowest unoccupied orbital energy (alpha / beta) (eV) = -0.6 / -0.5
- HOMO (alpha / beta) (eV) = -7.13 / -7.44
- Kohn-Sham gap (alpha / beta) (eV) = 6.545 / 6.889

natural (NBO) population analysis, charges in e, atoms 1 to 8: -0.169 -0.261 -0.368 -0.138 -0.391 -0.027 0.058 -0.394



Q:
Density functional theory data (ωB97M-V/def2-TZVPD) for 2 unconnected molecules or ions with the total composition C11H17NOS.

Structure (ORCA input):
```
! wB97M-V def2-TZVPD RIJCOSX def2/J DEFGRID3
* xyz 0 1
C -2.773 -2.131 2.778
C -2.846 -1.170 1.629
C -1.513 -1.203 0.878
C -1.533 -0.028 -0.163
C -0.338 0.845 -0.498
C 0.133 1.905 0.223
C 1.302 2.584 -0.210
C 1.951 2.264 -1.322
C 4.840 1.672 -1.356
C 1.489 1.134 -2.067
C 0.320 0.542 -1.632
H -3.977 -2.591 3.009
H -2.249 -1.391 3.677
H -2.115 -3.062 2.421
H -2.978 -0.216 2.185
H -3.569 -1.339 0.845
H -0.739 -0.912 1.566
H -2.139 -0.377 -1.109
H -2.225 0.669 0.357
H -0.459 2.258 1.008
H 1.550 3.388 0.529
H 5.744 2.057 -1.900
H 4.536 0.764 -1.879
H 4.905 1.419 -0.247
H 2.145 0.881 -2.838
H -0.112 -0.227 -2.258
H -1.883 -2.510 -0.677
H 0.275 -3.548 -0.608
N -1.285 -2.434 0.172
O -0.022 -2.211 -0.659
S 3.563 2.969 -1.852
*
```

Values from the calculation:
- lowest unoccupied orbital energy (eV) = 0.1
- HOMO (eV) = -8.53
- Kohn-Sham gap (eV) = 8.652

natural (NBO) population analysis, charges in e, atoms 1 to 8: -0.616 -0.431 -0.081 -0.425 -0.041 -0.204 -0.226 -0.153



Structures ranked by computed energy, the most stable listed first: Q, P.



P:
Density functional theory data (ωB97M-V/def2-TZVPD) for a single C2H3BrN2S molecule.

Structure (ORCA input):
```
! wB97M-V def2-TZVPD RIJCOSX def2/J DEFGRID3
* xyz 0 1
C 0.932 -0.803 -0.197
C 0.005 1.341 1.355
N -0.034 -0.854 -0.970
N -1.103 -0.489 -1.403
S 1.184 0.246 1.151
Br -2.187 -1.688 -2.550
H 1.792 -1.291 -0.458
H -0.609 1.949 0.701
H 0.022 1.590 2.370
*
```

Values from the calculation:
- lowest unoccupied orbital energy (alpha / beta) (eV) = -1.0 / -1.5
- HOMO (alpha / beta) (eV) = -8.30 / -8.03
- Kohn-Sham gap (alpha / beta) (eV) = 7.281 / 6.484

natural (NBO) population analysis, charges in e, atoms 1 to 8: -0.270 -0.669 -0.153 -0.141 0.569 -0.003 0.210 0.243



Q:
Density functional theory data (ωB97M-V/def2-TZVPD) for 2 unconnected molecules or ions with the total composition C2H3BrN2S.

Structure (ORCA input):
```
! wB97M-V def2-TZVPD RIJCOSX def2/J DEFGRID3
* xyz 0 1
C -1.025 -0.927 0.503
C 0.531 0.507 0.240
N -0.083 -0.396 1.170
N 0.243 0.310 -1.098
S -1.084 -0.722 -1.172
Br 2.460 0.561 0.602
H -1.919 -1.408 0.838
H -0.049 2.026 0.698
H 0.925 0.049 -1.781
*
```

Values from the calculation:
- lowest unoccupied orbital energy (eV) = 0.3
- HOMO (eV) = -8.45
- Kohn-Sham gap (eV) = 8.721

natural (NBO) population analysis, charges in e, atoms 1 to 8: -0.104 0.132 -0.449 -0.815 0.498 0.024 0.219 0.075



R:
Density functional theory data (ωB97M-V/def2-TZVPD) for a single C2H3BrN2S molecule.

Structure (ORCA input):
```
! wB97M-V def2-TZVPD RIJCOSX def2/J DEFGRID3
* xyz 0 1
C -0.364 1.303 -0.691
C 0.825 -0.471 0.123
N 0.805 0.836 -0.378
N -0.605 -1.084 -0.298
S -1.591 0.116 -0.617
Br 0.896 -0.357 2.224
H -0.722 2.351 -0.814
H 1.784 -1.121 -0.040
H -1.028 -1.573 0.491
*
```

Values from the calculation:
- SMILES = Br[C@@H]1N=CSN1
- lowest unoccupied orbital energy (alpha / beta) (eV) = 0.0 / 0.0
- HOMO (alpha / beta) (eV) = -8.55 / -8.55
- Kohn-Sham gap (alpha / beta) (eV) = 8.542 / 8.543

natural (NBO) population analysis, charges in e, atoms 1 to 8: -0.094 0.126 -0.499 -0.827 0.558 -0.170 0.242 0.255



Structures ranked by computed energy, the most stable listed first: R, Q, P.